No. 1
{
  "formula": "C2H8N2O",
  "method": "ωB97M-V/def2-TZVPD",
  "symbols": ["O", "C", "H", "H", "N", "C", "N", "H", "H", "H", "H", "H", "H"],
  "xyz": [[-1.1525, -2.7216, 1.2866], [-0.0073, -2.3894, 1.4555], [0.8907, -2.9832, 1.3407], [0.0559, -1.5292, 2.1199], [-1.0596, 1.4192, -0.8286], [0.2031, 0.6714, -0.9114], [1.2488, 1.0861, 0.0019], [-1.4384, 1.6311, -1.7646], [-1.8482, 0.9466, -0.5393], [0.4759, 1.0632, -1.9090], [0.1281, -0.4276, -0.9267], [0.8350, 1.1888, 0.8962], [1.6687, 2.0446, -0.2213]],
  "forces_ev_per_a": [[0.424, -0.552, -1.268], [-1.631, 0.022, 2.201], [0.308, -0.477, -0.865], [0.964, 1.028, -0.070], [1.923, -0.545, -1.174], [-1.448, -0.381, -3.949], [-0.685, 3.593, -0.339], [1.291, 1.352, 0.186], [-1.763, -1.543, 2.661], [0.887, -1.085, 0.380], [-0.189, 0.532, 0.207], [-0.005, -0.232, 1.894], [-0.075, -1.712, 0.136]],
  "mulliken_spin": [0.01, 0.00, 0.00, 0.00, 0.36, 0.00, 0.64, 0.01, 0.00, 0.01, 0.00, -0.02, -0.02],
  "de_lowest_ev": 4.178,
  "orbital_gap_ev": [9.896, 3.481],
  "total_charge": 1,
  "homo_energy_ev": [-13.548, -13.481],
  "multiplicity": 2
}

=====

No. 2
{
  "formula": "C24H34N2O3",
  "method": "ωB97M-V/def2-TZVPD",
  "symbols": ["C", "C", "C", "C", "N", "C", "C", "C", "C", "C", "C", "O", "C", "O", "C", "C", "C", "C", "C", "C", "C", "O", "N", "C", "C", "C", "C", "C", "C", "H", "H", "H", "H", "H", "H", "H", "H", "H", "H", "H", "H", "H", "H", "H", "H", "H", "H", "H", "H", "H", "H", "H", "H", "H", "H", "H", "H", "H", "H", "H", "H", "H", "H"],
  "xyz": [[0.0638, 5.5751, -2.8324], [-1.1898, 5.0248, -2.1620], [-0.9143, 4.3965, -0.7963], [-0.0537, 3.1278, -0.8933], [0.0495, 2.3439, 0.3277], [0.6134, 3.0911, 1.4457], [1.3417, 2.1829, 2.4376], [1.8646, 2.9704, 3.6368], [2.5934, 2.0674, 4.6239], [-1.1510, 1.5914, 0.6639], [-0.9536, 0.0968, 0.3295], [0.3135, -0.3347, 0.7429], [-1.1475, -0.2005, -1.1687], [-1.1333, -1.6060, -1.2801], [-1.0582, -2.2044, -2.5043], [-1.2461, -1.5113, -3.6951], [-1.1955, -2.1676, -4.9126], [-0.9672, -3.5303, -4.9598], [-0.7833, -4.2237, -3.7795], [-0.8094, -3.5880, -2.5418], [-0.5762, -4.4797, -1.3564], [-0.7300, -5.6834, -1.4579], [-0.1433, -3.8548, -0.2306], [0.1846, -4.4075, 1.0078], [0.5657, -3.5202, 2.0159], [0.9116, -3.9949, 3.2654], [0.8841, -5.3552, 3.5291], [0.5062, -6.2353, 2.5298], [0.1572, -5.7737, 1.2734], [0.7610, 4.7776, -3.0752], [-0.1978, 6.0879, -3.7550], [0.5646, 6.2848, -2.1775], [-1.9051, 5.8399, -2.0296], [-1.6548, 4.2823, -2.8153], [-0.4179, 5.1292, -0.1574], [-1.8690, 4.1428, -0.3284], [-0.4670, 2.4808, -1.6705], [0.9644, 3.3974, -1.1872], [-0.1593, 3.6652, 1.9815], [1.3331, 3.8044, 1.0374], [0.6707, 1.3984, 2.7908], [2.1806, 1.6996, 1.9326], [1.0280, 3.4593, 4.1418], [2.5430, 3.7533, 3.2895], [1.9273, 1.2908, 4.9928], [2.9554, 2.6420, 5.4731], [3.4442, 1.5877, 4.1455], [-2.0364, 1.9626, 0.1370], [-1.3438, 1.6728, 1.7359], [-1.6835, -0.5095, 0.8777], [0.9249, 0.3886, 0.5299], [-0.3215, 0.2332, -1.7463], [-2.1034, 0.2104, -1.5187], [-1.4439, -0.4507, -3.6784], [-1.3433, -1.6053, -5.8227], [-0.9344, -4.0472, -5.9062], [-0.6100, -5.2893, -3.7833], [-0.0959, -2.8434, -0.2519], [0.5878, -2.4599, 1.8081], [1.2058, -3.2996, 4.0385], [1.1557, -5.7249, 4.5068], [0.4817, -7.2970, 2.7277], [-0.1377, -6.4611, 0.4987]],
  "forces_ev_per_a": [[-0.228, -0.092, -0.003], [0.129, 0.099, 0.179], [-0.022, -0.256, -0.197], [-0.082, 0.286, 0.000], [0.018, -0.022, 0.037], [0.155, -0.292, 0.179], [-0.126, 0.564, 0.111], [0.018, -0.294, -0.062], [-0.077, 0.239, -0.070], [0.112, -0.420, -0.048], [-0.369, 0.161, -0.472], [0.266, -0.291, 0.133], [0.052, 0.314, 0.433], [-0.017, -0.233, -0.150], [0.039, -0.209, -0.161], [-0.027, 0.243, 0.194], [0.015, -0.077, 0.022], [-0.011, 0.040, -0.088], [0.011, 0.043, 0.142], [-0.110, 0.188, -0.186], [0.056, 0.051, 0.122], [0.001, -0.081, 0.019], [0.042, 0.392, -0.015], [0.092, -0.331, 0.316], [-0.037, -0.007, -0.064], [0.000, -0.011, 0.007], [0.032, -0.093, 0.135], [0.045, 0.091, 0.133], [-0.080, -0.131, -0.203], [0.141, -0.032, -0.055], [0.072, 0.054, -0.097], [0.106, 0.089, 0.048], [-0.062, -0.056, -0.060], [-0.100, 0.001, -0.012], [-0.022, 0.034, 0.089], [0.001, 0.023, 0.088], [0.058, 0.016, -0.105], [-0.054, -0.047, -0.124], [0.050, 0.044, -0.048], [-0.025, 0.064, 0.018], [0.001, -0.097, -0.029], [0.010, -0.099, -0.060], [-0.006, 0.086, -0.021], [-0.030, 0.093, 0.004], [-0.034, -0.112, 0.070], [0.073, -0.029, 0.118], [0.107, -0.087, -0.005], [-0.014, 0.080, 0.056], [-0.031, 0.012, -0.046], [-0.007, 0.105, -0.058], [-0.074, 0.089, -0.031], [-0.081, -0.002, 0.011], [0.056, -0.046, -0.035], [-0.019, 0.082, 0.035], [-0.014, 0.051, -0.066], [0.010, -0.054, -0.077], [0.004, -0.058, 0.030], [-0.058, -0.155, -0.156], [0.013, 0.118, -0.029], [0.018, 0.064, 0.043], [0.021, -0.027, 0.074], [-0.006, -0.081, 0.000], [-0.001, 0.004, -0.016]],
  "lowdin_charge": [-0.11, -0.27, -0.20, -0.19, -0.18, -0.20, -0.21, -0.27, -0.11, -0.12, -0.32, -0.03, -0.14, -0.06, -0.19, -0.02, -0.08, -0.08, -0.01, -0.04, -0.40, 0.06, 0.15, -0.21, -0.02, -0.09, -0.11, -0.09, -0.01, 0.06, 0.07, 0.07, 0.10, 0.11, 0.11, 0.11, 0.11, 0.12, 0.13, 0.13, 0.11, 0.12, 0.11, 0.11, 0.07, 0.07, 0.07, 0.12, 0.13, 0.16, 0.08, 0.13, 0.14, 0.10, 0.10, 0.10, 0.12, 0.12, 0.09, 0.10, 0.10, 0.10, 0.10],
  "de_lowest_ev": 1.893,
  "orbital_gap_ev": 8.542,
  "homo_energy_ev": -7.994
}

=====

No. 3
{
  "formula": "C20H25N5O3S",
  "method": "ωB97M-V/def2-TZVPD",
  "symbols": ["C", "N", "C", "O", "N", "C", "O", "C", "C", "N", "C", "S", "C", "C", "N", "C", "C", "O", "C", "C", "N", "C", "C", "C", "C", "C", "C", "C", "C", "H", "H", "H", "H", "H", "H", "H", "H", "H", "H", "H", "H", "H", "H", "H", "H", "H", "H", "H", "H", "H", "H", "H", "H", "H"],
  "xyz": [[-0.3930, -2.9879, -1.8057], [0.7123, -2.6977, -0.9200], [1.7303, -3.6124, -0.7482], [1.7621, -4.6745, -1.3247], [2.7303, -3.2364, 0.1304], [2.8745, -2.0755, 0.8942], [3.8306, -1.9120, 1.6233], [1.7714, -1.1995, 0.6511], [0.7510, -1.5254, -0.2316], [-0.1633, -0.5348, -0.2912], [0.2897, 0.3925, 0.5411], [-0.5281, 1.8832, 0.8730], [-1.7357, 1.9337, -0.5000], [-3.1857, 1.9886, -0.0228], [-3.8458, 0.7037, -0.1430], [-3.3378, -0.2870, 0.7929], [-4.0338, -1.6218, 0.5323], [-5.4317, -1.5155, 0.6587], [-5.9278, -0.5458, -0.2316], [-5.2859, 0.8194, 0.0151], [1.4408, 0.0444, 1.1534], [2.2767, 0.8611, 1.9911], [3.3985, 1.5106, 1.1601], [2.8041, 2.2726, 0.0103], [2.3869, 3.5873, 0.1736], [1.7508, 4.2569, -0.8558], [1.5156, 3.6158, -2.0604], [1.9351, 2.3085, -2.2363], [2.5785, 1.6434, -1.2077], [-0.4556, -2.2220, -2.5784], [-1.3251, -2.9979, -1.2404], [-0.2112, -3.9631, -2.2527], [3.4671, -3.9250, 0.2382], [-1.4788, 2.8280, -1.0656], [-1.5559, 1.0451, -1.1005], [-3.2212, 2.3792, 1.0107], [-3.7327, 2.6894, -0.6598], [-2.2684, -0.4168, 0.6327], [-3.5160, 0.0222, 1.8385], [-3.7155, -2.3707, 1.2596], [-3.7786, -1.9623, -0.4831], [-7.0059, -0.4999, -0.0684], [-5.7255, -0.8531, -1.2688], [-5.6679, 1.5363, -0.7153], [-5.5550, 1.1675, 1.0284], [2.7147, 0.2248, 2.7633], [1.6460, 1.6275, 2.4479], [3.9664, 2.1733, 1.8131], [4.0623, 0.7231, 0.8002], [2.5571, 4.0863, 1.1166], [1.4309, 5.2789, -0.7153], [1.0108, 4.1347, -2.8621], [1.7592, 1.8042, -3.1753], [2.9104, 0.6241, -1.3527]],
  "forces_ev_per_a": [[-0.187, -0.116, -0.201], [0.032, -0.098, -0.025], [-0.077, 0.062, -0.043], [0.066, -0.352, -0.141], [0.383, -0.259, 0.117], [-0.345, 0.150, -0.141], [0.248, 0.067, 0.202], [-0.377, -0.496, -0.529], [0.807, 0.708, 0.873], [-0.052, -0.318, -0.280], [0.007, -0.147, 0.019], [-0.209, 0.249, 0.092], [0.194, 0.108, 0.263], [-0.003, -0.040, -0.061], [-0.079, 0.076, 0.027], [-0.109, -0.334, -0.061], [0.373, 0.122, 0.112], [-0.114, -0.071, 0.138], [-0.123, 0.372, -0.077], [-0.121, -0.294, -0.068], [-0.522, -0.199, -0.202], [0.543, 0.296, 0.238], [-0.241, -0.042, 0.051], [0.206, 0.071, -0.011], [0.098, -0.038, -0.086], [-0.021, 0.100, 0.028], [-0.071, 0.059, -0.070], [-0.064, -0.055, -0.068], [0.079, 0.040, 0.016], [-0.044, -0.034, -0.005], [-0.015, -0.012, -0.056], [-0.046, 0.114, 0.042], [-0.149, 0.119, -0.036], [0.001, -0.065, -0.052], [-0.042, 0.076, -0.112], [-0.093, 0.015, -0.072], [0.029, -0.001, 0.063], [-0.059, -0.022, 0.073], [0.027, -0.001, -0.029], [0.051, 0.034, -0.074], [0.022, -0.008, 0.075], [0.052, 0.029, -0.075], [-0.051, 0.038, 0.057], [-0.034, 0.012, 0.028], [-0.015, 0.014, -0.049], [-0.140, 0.114, -0.006], [0.090, -0.096, 0.040], [0.070, -0.023, 0.014], [0.037, 0.010, 0.064], [0.022, 0.068, 0.129], [-0.024, 0.095, 0.007], [-0.025, 0.054, -0.070], [-0.009, -0.038, -0.082], [0.024, -0.114, 0.013]],
  "lowdin_charge": [0.00, 0.01, -0.47, 0.08, 0.21, -0.41, 0.07, -0.08, -0.21, 0.14, -0.60, 1.02, -0.40, -0.26, -0.18, -0.17, -0.19, -0.13, -0.20, -0.17, -0.02, -0.12, -0.11, -0.25, -0.07, -0.09, -0.10, -0.07, -0.05, 0.10, 0.09, 0.09, 0.17, 0.07, 0.07, 0.11, 0.12, 0.08, 0.14, 0.13, 0.12, 0.12, 0.13, 0.12, 0.13, 0.13, 0.11, 0.12, 0.12, 0.12, 0.10, 0.10, 0.11, 0.12],
  "de_lowest_ev": 0.145,
  "orbital_gap_ev": 8.581,
  "homo_energy_ev": -8.067
}